Computed, not measured: an isolated molecule of C3H4N2S, with ωB97M-V/def2-TZVPD.

Cartesian coordinates (Å):
1 H 1.444 -1.350 2.447
2 N 0.841 -0.640 2.052
3 C 0.710 -0.464 0.823
4 C 1.041 -0.507 -0.564
5 S 1.911 -1.003 -1.845
6 N -0.053 0.238 -0.141
7 C -1.163 0.838 -0.562
8 H -2.133 0.090 -0.577
9 H -1.620 1.606 -0.023
10 H -0.977 1.193 -1.609

E_LUMO	-0.1	eV
ΔE to the lowest compared entry with this formula, charge and spin	79.9	kcal per mole
HOMO-LUMO gap	8.76	eV
structure (SMILES)	[H]/N=c1\c(=S)n1C
multiplicity	1

Atomic partial charges in e from the Mulliken method, atoms 1 to 2: atom 1 (H): 0.27, atom 2 (N): -0.60